1.
Computed, not measured: a 2-piece molecular cluster, C9H14N5O overall at a distorted geometry, with ωB97M-V with the def2-TZVPD basis set.

Last column: Löwdin charge in e.
Positions of all 29 atoms, in Å:
O: 0.852 -2.865 -1.025  0.199
N: -0.559 0.134 0.164  0.004
N: -0.470 1.532 0.420  0.055
N: 4.307 -1.612 -0.126  0.026
N: -1.196 -2.590 -0.069  0.216
N: 4.531 -0.713 0.588  0.102
C: 2.619 0.234 0.728  0.138
C: 1.815 -0.502 0.031  -0.147
C: 0.104 -2.182 -0.429  -0.379
C: 0.449 -0.753 -0.117  -0.032
C: 0.587 2.426 -0.108  -0.150
C: -0.056 3.329 -1.284  -0.038
C: -3.412 -2.176 0.878  0.007
C: -1.910 -0.337 0.068  -0.066
C: -2.055 -1.797 0.331  -0.308
H: -3.621 -1.709 1.888  0.120
H: 5.013 -2.179 -0.405  0.064
H: 2.911 0.918 1.387  0.037
H: -2.563 0.202 0.843  0.168
H: 0.842 3.044 0.643  0.074
H: -0.857 3.999 -0.888  0.086
H: -0.490 2.672 -2.074  0.082
H: -2.255 -0.219 -0.984  0.179
H: -3.599 -3.248 1.022  0.105
H: 2.463 -1.376 -0.400  0.112
H: -4.119 -1.700 0.295  0.061
H: 0.711 3.935 -1.659  0.046
H: 1.354 1.682 -0.441  0.096
H: -1.394 1.847 0.724  0.143

Results
ΔE to the lowest compared entry with this formula, charge and spin, eV: 7.486
HOMO level (alpha / beta), eV: -11.88 / -11.88
LUMO energy (alpha / beta), Ha: -0.1923 / -0.1923
Charge: +1

2.
Computed, not measured: a 2-piece molecular cluster, C9H14O overall at a distorted geometry, with ωB97M-V with the def2-TZVPD basis set.

Last column: Löwdin charge in e.
Positions of all 24 atoms, in Å:
O: -0.718 2.400 -1.355  -0.019
C: -1.203 0.102 -1.676  -0.127
C: -0.299 1.127 -1.456  -0.434
C: 0.620 -1.522 -1.748  -0.366
C: 1.512 -0.449 -1.633  -0.156
C: -0.169 0.674 2.984  -0.164
C: 1.074 0.839 -1.420  -0.144
C: -0.725 -1.198 -1.821  -0.166
C: -1.147 1.685 3.633  -0.187
C: 1.107 -2.936 -1.882  -0.105
H: -1.437 -2.011 -1.984  0.070
H: 2.104 -3.057 -1.465  0.053
H: -1.928 1.918 2.905  0.053
H: -0.799 0.035 2.351  0.065
H: 2.578 -0.656 -1.564  0.071
H: 0.476 -3.613 -1.307  0.057
H: -0.077 2.978 -0.868  0.107
H: 0.472 1.192 2.276  0.056
H: -0.669 2.594 3.986  0.047
H: -1.691 1.161 4.428  0.051
H: 1.104 -3.301 -2.912  0.058
H: 0.319 0.026 3.708  0.051
H: 1.733 1.680 -1.294  0.056
H: -2.235 0.334 -1.884  0.073

Results
<S²>: 0.7598
ΔE to the lowest compared entry with this formula, charge and spin, eV: 0.487
HOMO level (alpha / beta), eV: 1.24 / -3.31
LUMO energy (alpha / beta), Ha: 0.1314 / 0.1275
Charge: -1
2S+1: 2

3.
Computed, not measured: a 2-piece molecular cluster, C9H14O overall at a distorted geometry, with ωB97M-V with the def2-TZVPD basis set.

Last column: Löwdin charge in e.
Positions of all 24 atoms, in Å:
O: 0.902 -2.650 1.597  -0.042
C: 0.036 -1.709 1.053  -0.421
C: -1.267 -1.604 1.431  -0.141
C: 3.036 1.726 -2.078  -0.173
C: -2.133 -0.562 0.944  -0.145
C: -1.680 0.332 -0.036  -0.364
C: -2.595 1.357 -0.633  -0.100
C: 2.357 2.669 -1.065  -0.173
C: 0.549 -0.840 0.052  -0.112
C: -0.375 0.075 -0.509  -0.146
H: 4.044 1.537 -1.681  0.059
H: -2.057 1.749 -1.509  0.057
H: 2.521 0.769 -2.090  0.046
H: -3.524 0.877 -0.940  0.061
H: -1.691 -2.461 1.951  0.074
H: 1.622 3.318 -1.539  0.055
H: 1.613 -0.890 -0.138  0.062
H: 3.139 3.300 -0.634  0.051
H: -3.117 -0.506 1.406  0.061
H: -2.795 2.247 -0.031  0.058
H: 0.834 -2.627 2.556  0.068
H: 3.062 2.173 -3.068  0.051
H: -0.032 0.699 -1.339  0.062
H: 1.887 2.034 -0.308  0.052

Results
<S²>: 0.7611
ΔE to the lowest compared entry with this formula, charge and spin, eV: 0.429
HOMO level (alpha / beta), eV: 0.82 / -3.49
LUMO energy (alpha / beta), Ha: 0.1354 / 0.1347
Charge: -1
2S+1: 2

4.
Computed, not measured: a 2-piece molecular cluster, C9H14O overall at a distorted geometry, with ωB97M-V with the def2-TZVPD basis set.

Last column: Löwdin charge in e.
Positions of all 24 atoms, in Å:
O: -0.171 2.158 -1.335  -0.076
C: 1.542 0.496 -1.009  -0.135
C: -2.082 2.125 1.523  -0.178
C: -0.438 -1.504 -0.852  -0.118
C: 1.334 -3.207 -0.296  -0.108
C: 1.914 -0.839 -0.708  -0.131
C: -0.790 -0.136 -1.074  -0.111
C: 0.934 -1.801 -0.658  -0.367
C: 0.189 0.827 -1.083  -0.452
C: -0.732 1.465 1.788  -0.165
H: -0.775 0.402 1.575  0.056
H: 0.255 2.367 -2.181  0.067
H: 0.968 -3.659 0.620  0.055
H: 2.969 -1.091 -0.718  0.080
H: -2.762 1.836 2.330  0.048
H: 2.425 -3.186 -0.208  0.052
H: 1.111 -3.908 -1.113  0.061
H: -1.143 -2.316 -0.732  0.058
H: 2.203 1.360 -0.942  0.064
H: -1.827 0.153 -1.150  0.086
H: -0.586 1.534 2.872  0.058
H: -1.998 3.206 1.583  0.051
H: -2.600 1.847 0.600  0.053
H: 0.058 1.870 1.167  0.051

Results
<S²>: 0.7588
ΔE to the lowest compared entry with this formula, charge and spin, eV: 0.276
HOMO level (alpha / beta), eV: 0.70 / -3.69
LUMO energy (alpha / beta), Ha: 0.1451 / 0.1430
Charge: -1
2S+1: 2

> Which value of ΔE to the lowest compared entry with this formula, charge and spin does entry 1 give?

7.486 eV

> The highest ΔE to the lowest compared entry with this formula, charge and spin belongs to which entry?

C9H14N5O

> What is the formula in the first record?

C9H14N5O